The following is a quantum chemistry calculation of the ion C6H12NO with charge +1, from the Open Molecules 2025 dataset.

Geometry as XYZ:
```
20
Properties=species:S:1:pos:R:3:forces:R:3:mulliken_charge:R:1
C 0.1319 -0.4460 2.1647 1.4010 0.6882 -0.8802 -1.404
C 0.9182 -0.5730 0.8501 1.7467 0.4372 1.2416 0.924
C 2.3336 -0.9766 1.2104 -1.0807 4.4453 0.7355 -1.621
C 0.6372 -0.1760 -0.4187 -1.9113 -0.2253 2.9801 -0.929
C -0.6796 0.3371 -0.7374 -1.6900 1.1595 -0.6868 -0.053
N -1.3991 -0.1635 -1.9931 1.9523 2.1044 -0.0852 -0.231
C -1.1226 1.3826 -1.7279 1.4045 -0.7373 1.0349 -0.069
O -2.1369 2.2437 -1.6550 -1.4685 -0.8684 0.6652 -0.429
H 0.7499 -0.5164 3.1273 -0.8487 0.3412 -1.7554 0.324
H -0.6044 -1.1698 2.1660 -1.4558 -2.0359 0.3433 0.437
H -0.4456 0.4332 2.0452 -0.3884 1.3601 0.7633 0.392
H 2.8323 -0.0581 1.7890 -0.7886 -1.8847 -1.6708 0.312
H 2.7637 -1.3072 0.3572 2.3058 -0.4453 -2.5990 0.453
H 2.3778 -1.7448 1.8679 -0.2543 -2.4157 2.2592 0.497
H 1.2901 -0.2099 -1.2027 2.1560 -0.2490 -1.6733 0.495
H -1.4049 0.2124 -0.0080 -1.0097 0.0096 1.9281 0.548
H -0.6494 -0.5659 -2.5319 -0.8631 -0.8972 -1.0410 0.304
H -2.3465 -0.4761 -1.8840 -0.1342 -0.6876 -0.5135 0.289
H -0.3434 1.8971 -2.2631 0.3516 -0.6969 -0.8549 0.409
H -2.9024 1.8771 -1.1561 0.5754 0.5978 -0.1911 0.353
```
Forces are in eV/Å.

Net charge: +1
SMILES: CC(C)=C[C@@H]1[NH2+][C@H]1O
Energy above the lowest of the compared OMol25 structures with the same formula, charge and spin (eV): 2.580
Electronic energy (eV): -9944.525
Highest occupied orbital energy (eV): -13.436
F_max (eV Å⁻¹): 4.63